Record 1
ORCA calculation (ωB97M-V/def2-TZVPD) on 14 unconnected molecules or ions with the total composition C36H55Cl2IN16O3P at a distorted geometry.

Atoms and positions in Å:
C1 -1.5648 -2.4561 0.9277
C2 -0.9939 -1.3955 1.8464
C3 -1.5697 0.0355 1.6995
I1 -2.5919 0.4666 -0.1156
C4 -0.6017 1.1168 2.0623
C5 0.4512 1.5965 1.2373
C6 0.8768 1.1711 -0.1524
Cl1 0.7074 -0.5592 -0.4830
C7 0.4306 2.1223 -1.3117
C8 -0.0767 1.4690 -2.5676
Cl2 -0.6982 3.4026 -0.7450
C9 1.2140 2.6100 1.7207
C10 0.9983 3.1744 2.9862
N1 1.7324 4.2357 3.4058
N2 0.0453 2.7126 3.7619
N3 -0.7143 1.7183 3.2717
P1 -1.9480 1.3649 4.5124
O1 -1.6990 2.0866 5.7505
O2 -1.9484 -0.1809 4.6817
O3 -3.3096 1.6882 3.7914
H1 -2.6374 -2.5567 1.0420
H2 -1.2908 -2.3109 -0.1091
H3 -1.1368 -3.4070 1.2339
H4 -1.2027 -1.7168 2.8574
H5 0.0828 -1.3791 1.7374
H6 -2.3991 0.0634 2.3808
H7 1.9495 1.2981 -0.1515
H8 1.3101 2.6903 -1.5822
H9 -0.5225 2.2429 -3.1825
H10 -0.8100 0.6921 -2.4019
H11 0.7646 1.0937 -3.1291
H12 2.0242 3.0189 1.1367
H13 1.8008 4.2728 4.4288
H14 2.6712 4.1921 3.0138
H15 -2.2720 -0.3974 5.5893
H16 -3.3266 2.5458 3.3443
C11 2.0879 -2.2832 -4.3323
C12 2.5164 -0.9763 -3.8713
N4 2.8404 0.0432 -3.4547
H17 2.9112 -2.8086 -4.8141
H18 1.7475 -2.8871 -3.4924
H19 1.2652 -2.2069 -5.0432
C13 0.1979 -1.4474 -8.5813
C14 -0.2919 -1.8563 -7.2789
N5 -0.6651 -2.1491 -6.2323
H20 -0.4305 -0.6616 -8.9946
H21 1.2143 -1.0748 -8.5025
H22 0.1922 -2.2764 -9.2794
C15 -5.3349 -0.0533 7.5278
C16 -4.0284 -0.6518 7.3208
N6 -3.0036 -1.1475 7.1646
H23 -5.8352 0.0988 6.5732
H24 -5.9523 -0.7052 8.1429
H25 -5.2344 0.9073 8.0291
C17 -3.4096 -2.1503 -5.2736
C18 -3.9909 -2.7462 -4.0790
N7 -4.4451 -3.2066 -3.1307
H26 -4.0186 -1.3161 -5.6171
H27 -2.4017 -1.7884 -5.0781
H28 -3.3468 -2.8847 -6.0734
C19 -0.5200 4.1765 8.1056
C20 0.5162 4.4017 7.1219
N8 1.3321 4.5933 6.3380
H29 -1.4325 3.8321 7.6214
H30 -0.2203 3.4144 8.8232
H31 -0.7467 5.0900 8.6503
C21 1.3069 -0.7812 4.5734
C22 2.1552 -1.9160 4.8967
N9 2.8284 -2.8087 5.1500
H32 1.5192 0.0594 5.2343
H33 1.4855 -0.4636 3.5456
H34 0.2606 -1.0431 4.6813
C23 3.7362 2.3509 5.5413
C24 4.7159 2.6224 4.5021
N10 5.4775 2.8584 3.6769
H35 2.8047 2.0033 5.0950
H36 4.0920 1.5852 6.2292
H37 3.5126 3.2481 6.1154
C25 -1.4834 -5.0533 -11.6276
C26 -1.6981 -3.7462 -11.0341
N11 -1.8686 -2.6943 -10.6064
H38 -0.4521 -5.3682 -11.4750
H39 -2.1332 -5.7948 -11.1780
H40 -1.6712 -5.0168 -12.6999
C27 -5.3445 -6.3281 -7.7538
C28 -4.1122 -6.2336 -8.5191
N12 -3.1379 -6.1718 -9.1208
H41 -6.2004 -6.3949 -8.4225
H42 -5.3302 -7.2127 -7.1202
H43 -5.4704 -5.4510 -7.1229
C29 -1.3017 7.8689 6.5272
C30 -1.5761 7.4288 7.8858
N13 -1.7880 7.0794 8.9579
H44 -2.1127 8.4960 6.1621
H45 -0.3778 8.4429 6.4952
H46 -1.1969 7.0122 5.8630
C31 5.2613 2.0095 -1.0260
C32 4.5619 2.8555 -0.0744
N14 4.0269 3.5244 0.6912
H47 6.1864 1.6416 -0.5854
H48 4.6457 1.1599 -1.3175
H49 5.4999 2.5722 -1.9261
C33 3.5304 -5.6635 7.3721
C34 4.3960 -6.7922 7.6742
N15 5.0793 -7.6821 7.9124
H50 3.7416 -4.8289 8.0376
H51 3.6777 -5.3227 6.3491
H52 2.4845 -5.9403 7.4915
C35 2.4206 1.7534 -11.1656
C36 2.6603 0.4426 -10.5837
N16 2.8541 -0.5916 -10.1261
H53 2.5847 2.5330 -10.4243
H54 3.0950 1.9240 -12.0023
H55 1.3964 1.8263 -11.5267

The lowest unoccupied orbital energy comes out at -4.10 eV. The net charge is +1. The HOMO energy is -11.93 eV.

---

Record 2
ORCA calculation (ωB97M-V/def2-TZVPD) on a molecular structure, C36H55N11O4PTeY at a distorted geometry.

Atoms and positions in Å:
Y1 -0.0055 0.2898 0.5660
C1 -2.3329 -1.3579 -3.0340
C2 -1.7454 -0.9778 -1.7143
N1 -1.2630 0.1649 -1.3942
C3 -1.6128 1.3909 -2.1140
C4 -0.8628 2.6276 -1.5778
N2 -0.6548 2.5360 -0.1216
C5 0.0840 3.6301 0.5473
C6 0.9172 3.1161 1.7442
N3 0.2734 1.9558 2.3814
C7 1.0069 1.3399 3.4979
C8 0.4447 -0.0464 3.8485
N4 0.1834 -0.8704 2.6628
C9 -0.2207 -2.0808 2.7153
C10 -0.3385 -2.8927 3.9654
C11 -0.6884 -2.6873 1.4053
C12 -0.9629 -4.0295 1.2024
C13 -1.4701 -4.4141 -0.0386
C14 -1.7477 -3.4751 -1.0178
C15 -1.4718 -2.1352 -0.7445
N5 -0.9041 -1.8117 0.4164
H1 -1.5078 -1.6196 -3.7069
H2 -2.8799 -0.5301 -3.4809
H3 -3.0135 -2.1979 -2.9563
H4 -2.6959 1.5158 -1.9764
H5 -1.4246 1.3020 -3.1878
H6 -1.4465 3.5126 -1.8524
H7 0.1153 2.7322 -2.0493
H8 -1.5817 2.4904 0.3102
H9 -0.6177 4.3997 0.8780
H10 0.7533 4.1066 -0.1711
H11 1.0788 3.9438 2.4425
H12 1.9003 2.7752 1.4081
H13 -0.6789 2.1724 2.6672
H14 0.9694 1.9578 4.4016
H15 2.0472 1.2645 3.1919
H16 -0.5118 0.0722 4.3676
H17 1.1237 -0.5406 4.5492
H18 0.6075 -3.4014 4.1704
H19 -1.1186 -3.6451 3.8873
H20 -0.5644 -2.2535 4.8177
H21 -0.7961 -4.7614 1.9790
H22 -1.6732 -5.4590 -0.2295
H23 -2.1780 -3.7881 -1.9554
C16 2.4547 1.3737 -2.3511
C17 2.1215 -0.0742 -2.2935
N6 1.5343 -0.6848 -1.2836
C18 1.5219 -2.0281 -1.6110
C19 2.0787 -2.2125 -2.8309
N7 2.4647 -0.9613 -3.2604
C20 2.8587 -0.6728 -4.6356
N8 1.7556 -0.8717 -5.5284
N9 1.4565 -2.1570 -5.8699
N10 0.2786 -2.2184 -6.3306
C21 -0.2841 -0.9564 -6.2817
C22 -1.5509 -0.5170 -6.6798
C23 -1.8318 0.8163 -6.4966
C24 -0.8733 1.6986 -5.9534
C25 0.3818 1.2801 -5.5708
C26 0.6549 -0.0808 -5.7389
H24 2.2012 1.8418 -1.3994
H25 1.9211 1.8985 -3.1443
H26 3.5237 1.5260 -2.5095
H27 1.1292 -2.7831 -0.9534
H28 2.2329 -3.0875 -3.4373
H29 3.6580 -1.3503 -4.9293
H30 3.2119 0.3536 -4.7019
H31 -2.2612 -1.2013 -7.1215
H32 -2.7923 1.2115 -6.7962
H33 -1.1278 2.7469 -5.8647
H34 1.1191 1.9858 -5.2108
O1 2.4392 0.2903 1.1552
C27 3.5970 -0.1319 1.1236
C28 4.7332 0.5987 1.7707
C29 4.8531 -0.0251 3.1867
C30 4.8877 -1.5617 3.2780
C31 3.5726 -2.2906 2.9506
C32 3.2843 -2.4717 1.4513
N11 3.9124 -1.3847 0.6777
H35 4.5425 1.6687 1.8288
H36 5.6583 0.4320 1.2155
H37 4.0212 0.3401 3.7958
H38 5.7592 0.3745 3.6427
H39 5.1480 -1.8013 4.3102
H40 5.7137 -1.9638 2.6816
H41 2.7517 -1.7323 3.4102
H42 3.5807 -3.2738 3.4249
H43 2.2133 -2.4768 1.2505
H44 3.6896 -3.4077 1.0694
H45 4.9151 -1.5170 0.6596
C33 -5.3180 3.7721 1.6363
C34 -4.8446 2.9159 0.4882
O2 -3.5964 2.2535 0.8349
P1 -3.5596 0.6949 1.2782
O3 -2.0680 0.5539 1.5843
Te1 -4.6216 -0.7203 -0.2548
O4 -4.3816 0.5991 2.6366
C35 -3.8610 1.0993 3.8836
C36 -3.3617 -0.0583 4.7152
H46 -6.2270 4.3039 1.3554
H47 -4.5645 4.5107 1.9099
H48 -5.5496 3.1590 2.5066
H49 -4.6202 3.5071 -0.3999
H50 -5.5718 2.1506 0.2084
H51 -4.6934 1.6066 4.3708
H52 -3.0839 1.8421 3.6839
H53 -4.1737 -0.7551 4.9151
H54 -2.9714 0.2952 5.6709
H55 -2.5770 -0.5928 4.1773

The lowest unoccupied orbital energy comes out at -5.53 eV. For the energy above the lowest of the compared OMol25 structures with the same formula, charge and spin, the calculation gives 0.6434 eV. The net charge is +2. The HOMO energy is -11.69 eV.

---

Record 3
ORCA calculation (ωB97M-V/def2-TZVPD) on a molecular structure, C36H56As3ClCsN3O16PS2.

Atoms and positions in Å:
Cs1 0.0421 -0.6628 1.8003
O1 -0.4645 2.2166 1.6508
S1 -0.4568 2.5868 3.1000
C1 -2.1469 3.1331 3.4713
C2 -2.7765 3.7469 2.2269
C3 -3.4273 2.6990 1.3164
C4 -3.4833 3.1604 -0.1351
S2 -1.8489 2.9399 -0.9103
O2 -1.7359 1.4743 -1.1625
C5 -2.2984 3.6800 -2.4863
C6 -2.5432 2.8597 -3.5730
C7 -2.8570 3.4301 -4.7995
C8 -2.9156 4.8104 -4.9324
C9 -2.6530 5.6268 -3.8383
C10 -2.3347 5.0622 -2.6130
C11 0.3536 4.1872 3.1427
C12 0.4420 4.9148 4.3222
C13 1.1292 6.1180 4.3265
C14 1.7329 6.5765 3.1614
C15 1.6560 5.8278 1.9968
C16 0.9670 4.6216 1.9800
H1 -2.0747 3.8305 4.3065
H2 -2.6752 2.2365 3.7975
H3 -2.0049 4.2979 1.6771
H4 -3.5221 4.4871 2.5285
H5 -4.4419 2.4904 1.6639
H6 -2.8951 1.7472 1.3690
H7 -3.7667 4.2126 -0.2271
H8 -4.1630 2.5593 -0.7430
H9 -2.4737 1.7868 -3.4407
H10 -3.0500 2.7940 -5.6540
H11 -3.1553 5.2536 -5.8904
H12 -2.6860 6.7038 -3.9439
H13 -2.1080 5.6934 -1.7602
H14 -0.0076 4.5433 5.2363
H15 1.2037 6.6916 5.2416
H16 2.2769 7.5126 3.1693
H17 2.1486 6.1709 1.0958
H18 0.9258 4.0029 1.0912
C17 -4.1941 -0.9911 -0.2856
As1 -2.4236 -1.6222 -0.8271
C18 -2.7437 -1.3285 -2.7468
C19 -2.9009 -3.5397 -0.7081
C20 -1.8901 -4.6158 -1.1389
C21 -2.5296 -5.9773 -0.8255
C22 -0.5741 -4.5459 -0.3361
As2 0.8374 -3.2428 -0.8378
C23 2.1381 -3.9010 0.4822
C24 1.6789 -4.1939 -2.3438
C25 -1.5822 -4.5400 -2.6395
As3 -3.1067 -4.8276 -3.8652
C26 -2.7534 -6.7157 -4.2922
C27 -2.1962 -4.1104 -5.4526
H19 -4.9546 -1.4823 -0.8966
H20 -4.2371 0.0858 -0.4483
H21 -4.3733 -1.1977 0.7681
H22 -3.5859 -1.9352 -3.0855
H23 -1.8649 -1.5385 -3.3568
H24 -2.9873 -0.2708 -2.8525
H25 -3.8364 -3.6742 -1.2599
H26 -3.1341 -3.6820 0.3524
H27 -2.6768 -6.0886 0.2506
H28 -1.8938 -6.7975 -1.1706
H29 -3.5087 -6.0721 -1.3042
H30 -0.0808 -5.5234 -0.3628
H31 -0.8003 -4.3383 0.7157
H32 2.2031 -4.9878 0.4109
H33 1.8776 -3.6186 1.5018
H34 3.1108 -3.4639 0.2565
H35 1.6553 -5.2710 -2.1663
H36 2.7179 -3.8636 -2.3763
H37 1.2119 -3.9707 -3.3001
H38 -0.8207 -5.2824 -2.8980
H39 -1.1658 -3.5610 -2.8894
H40 -3.0462 -7.3546 -3.4607
H41 -1.6938 -6.8660 -4.5051
H42 -3.3386 -6.9965 -5.1682
H43 -2.1545 -3.0232 -5.3948
H44 -2.7530 -4.3911 -6.3465
H45 -1.1818 -4.5068 -5.5228
O3 -3.1593 -1.3183 4.9669
Cl1 -3.3087 -1.1095 3.5571
O4 -3.0278 -2.3257 2.8287
O5 -4.6321 -0.6435 3.2420
O6 -2.3428 -0.0920 3.1227
C28 3.2190 3.4811 -1.6286
O7 2.2748 2.7359 -0.8598
P1 2.3181 1.1196 -0.7894
O8 3.9367 0.9423 -0.7128
C29 4.4170 -0.3886 -0.5309
O9 2.1561 0.6681 -2.3640
C30 0.8293 0.3563 -2.7962
H46 2.8119 4.4843 -1.7463
H47 3.3642 3.0311 -2.6121
H48 4.1729 3.5292 -1.1050
H49 5.4373 -0.3172 -0.1572
H50 4.4179 -0.9256 -1.4823
H51 3.8090 -0.9281 0.2011
H52 0.9105 -0.3821 -3.5938
H53 0.3325 1.2528 -3.1742
H54 0.2213 -0.0494 -1.9834
O10 7.9960 1.3793 5.3084
N1 7.5778 0.2319 5.2960
O11 8.1252 -0.6917 5.8771
C31 6.3589 -0.0422 4.5713
C32 5.7067 0.9935 3.9106
C33 4.5422 0.7313 3.2472
C34 3.9376 -0.5884 3.1312
O12 2.9711 -0.8307 2.4059
C35 4.6759 -1.5849 3.8895
C36 5.8451 -1.3330 4.5547
N2 4.1789 -2.9563 3.9296
O13 5.0027 -3.8546 4.0152
O14 2.9795 -3.1363 3.9070
N3 3.8766 1.8659 2.6082
O15 2.6617 1.8710 2.5654
O16 4.5786 2.7637 2.1721
H55 6.1110 1.9944 3.9259
H56 6.3571 -2.1334 5.0664

The lowest unoccupied orbital energy comes out at 1.76 eV. For the energy above the lowest of the compared OMol25 structures with the same formula, charge and spin, the calculation gives 0.9563 eV. The net charge is -1. The HOMO energy is -6.08 eV.

---

Record 4
ORCA calculation (ωB97M-V/def2-TZVPD) on a molecular structure, C36H56BrHfN3O7P.

Atoms and positions in Å:
Hf1 0.3596 0.1398 -0.4720
O1 -1.0600 -2.9447 -0.5221
C1 0.0902 -2.6374 -0.3055
O2 0.7847 -1.8140 -1.0906
C2 0.8402 -3.1041 0.9317
C3 2.3047 -2.6705 0.8457
C4 3.1232 -3.2305 2.0106
C5 2.7008 -2.3023 3.1756
C6 1.6219 -1.4662 2.5023
O3 2.1636 -1.2610 1.1714
C7 0.3717 -2.3387 2.2163
C8 -0.8181 -1.4097 2.0709
O4 -1.7663 -1.4128 2.7990
O5 -0.6452 -0.4850 1.1116
H1 0.6926 -4.1758 1.0508
H2 2.7510 -2.7726 -0.1366
H3 4.1903 -3.1660 1.8087
H4 2.8791 -4.2764 2.1918
H5 3.5260 -1.6666 3.4942
H6 2.3246 -2.8340 4.0473
H7 1.4075 -0.5062 2.9630
H8 0.1629 -3.0244 3.0327
Br1 0.4090 1.4723 4.6280
C9 -1.0179 2.0660 3.5207
C10 -2.2598 2.3001 4.0888
C11 -3.2516 2.7846 3.2553
C12 -2.9645 3.0081 1.9169
C13 -1.7022 2.6929 1.4535
N1 -0.7320 2.2239 2.2478
C14 -1.3645 2.8869 -0.0091
O6 -1.8225 3.8148 -0.6224
O7 -0.5428 1.9839 -0.5091
H9 -2.4324 2.1122 5.1375
H10 -4.2378 2.9899 3.6491
H11 -3.6963 3.4148 1.2333
N2 1.9369 0.5936 -2.2194
C15 3.1394 1.4638 -2.1365
C16 4.1458 0.9970 -1.0758
C17 4.2070 1.8691 0.1840
C18 3.1617 1.5579 1.2406
N3 1.7787 1.6363 0.7082
H12 2.2154 -0.3403 -2.5212
H13 1.3464 0.9451 -2.9735
H14 2.7941 2.4767 -1.9240
H15 3.6165 1.4955 -3.1167
H16 5.1349 0.9970 -1.5338
H17 3.9410 -0.0438 -0.8015
H18 4.1485 2.9235 -0.1061
H19 5.1821 1.7443 0.6574
H20 3.2680 2.2600 2.0700
H21 3.3183 0.5545 1.6243
H22 1.6928 2.4938 0.1627
H23 1.1120 1.8058 1.4784
C19 -1.0896 3.2358 -5.8100
C20 -1.9252 3.5314 -4.5693
C21 -1.6028 2.5303 -3.4510
C22 -1.2802 1.1349 -4.0238
C23 -2.0375 0.9159 -5.3389
C24 -1.4823 1.8719 -6.4070
P1 -1.3735 -0.2198 -2.7644
C25 -0.9193 -1.7861 -3.6437
C26 -1.9905 -2.5447 -4.4369
C27 -1.4868 -3.9701 -4.7004
C28 -0.0143 -4.0076 -5.1625
C29 0.4533 -2.6308 -5.6182
C30 0.3872 -1.6301 -4.4612
C31 -3.0893 -0.5054 -2.1384
C32 -3.4315 0.3468 -0.9012
C33 -4.9182 0.2106 -0.5859
C34 -5.7687 0.8701 -1.6844
C35 -5.0524 0.8366 -3.0421
C36 -4.2305 -0.4412 -3.1855
H24 -0.0298 3.2382 -5.5327
H25 -1.2073 4.0220 -6.5556
H26 -2.9856 3.4735 -4.8307
H27 -1.7539 4.5444 -4.2048
H28 -2.4385 2.4878 -2.7544
H29 -0.7576 2.8896 -2.8628
H30 -0.2146 1.1375 -4.2961
H31 -3.0990 1.1126 -5.1753
H32 -1.9559 -0.1145 -5.6867
H33 -2.2344 2.0062 -7.1861
H34 -0.6145 1.4148 -6.8900
H35 -0.6955 -2.4314 -2.7947
H36 -2.2270 -2.0445 -5.3783
H37 -2.9181 -2.6064 -3.8720
H38 -2.1328 -4.4413 -5.4427
H39 -1.5971 -4.5482 -3.7806
H40 0.1136 -4.7320 -5.9668
H41 0.6288 -4.3417 -4.3429
H42 -0.1767 -2.2837 -6.4419
H43 1.4718 -2.6738 -6.0076
H44 0.5062 -0.6234 -4.8696
H45 1.2340 -1.8112 -3.7895
H46 -2.9914 -1.5382 -1.7815
H47 -3.2042 1.4012 -1.0724
H48 -2.8318 0.0171 -0.0499
H49 -5.1385 0.6553 0.3860
H50 -5.1612 -0.8519 -0.4973
H51 -5.9926 1.9046 -1.4164
H52 -6.7277 0.3546 -1.7618
H53 -4.3981 1.7067 -3.1434
H54 -5.7776 0.9071 -3.8542
H55 -3.8472 -0.5369 -4.1990
H56 -4.8912 -1.2989 -3.0295

The lowest unoccupied orbital energy comes out at -2.24 eV. For the energy above the lowest of the compared OMol25 structures with the same formula, charge and spin, the calculation gives 0.0000 eV. The net charge is +1. The HOMO energy is -11.65 eV.

---

- Which formula does entry 2 have?
  C36H55N11O4PTeY

---

- Which of these has the highest HOMO energy?
  C36H56As3ClCsN3O16PS2

---

- Which of these has the highest net charge?
  C36H55N11O4PTeY